{
  "formula": "C3H4N2O",
  "method": "ωB97M-V with the def2-TZVPD basis set",
  "e_lumo_ha": 0.026,
  "total_charge": 0,
  "de_lowest_kj_mol": 15.1,
  "smiles": "N#CCC(N)=O",
  "symbols": ["N", "C", "O", "C", "C", "N", "H", "H", "H", "H"],
  "coordinates": [[1.29, -0.28, 0.53], [0.66, 0.61, -0.25], [1.17, 1.61, -0.72], [-0.82, 0.30, -0.56], [-1.38, -0.72, 0.32], [-1.73, -1.54, 1.06], [2.23, -0.08, 0.83], [0.85, -1.12, 0.87], [-1.38, 1.23, -0.46], [-0.91, -0.02, -1.61]]
}